(one)
Molecular formula: C2H7S3
Method: DFT, ωB97M-V/def2-TZVPD

Geometry as XYZ:
```
12
Properties=species:S:1:pos:R:3
C -0.06 2.09 1.68
S -1.52 1.26 2.47
H 0.78 2.44 2.46
H 0.36 1.33 0.95
H -0.25 3.18 1.57
C 0.80 -2.15 -2.03
S 0.13 -0.54 -1.69
S -1.30 -1.08 -0.24
H 0.22 -2.50 -2.87
H 0.89 -2.82 -1.11
H 1.95 -2.10 -2.34
H -1.98 0.89 1.14
```

Results
- HOMO-LUMO gap (eV) = 5.87
- multiplicity = 1
- total charge = -1

natural (NBO) atomic charge list, values in e, 4 entries:
1 C -0.78
2 S -0.17
3 H 0.19
4 H 0.27

=====

(two)
Molecular formula: C2H7S3
Method: DFT, ωB97M-V/def2-TZVPD

Geometry as XYZ:
```
12
Properties=species:S:1:pos:R:3
C 1.76 -1.28 -1.64
S 2.41 -2.70 -2.58
H 0.68 -1.38 -1.75
H 1.91 -0.38 -2.24
H 2.18 -1.05 -0.67
C -2.14 1.69 2.58
S -1.13 1.15 1.06
S -2.58 0.83 -0.36
H -2.08 2.78 2.64
H -3.06 1.17 2.36
H -1.56 1.36 3.44
H 3.62 -2.19 -2.83
```

Results
- HOMO-LUMO gap (eV) = 4.89
- multiplicity = 1
- total charge = -1

natural (NBO) atomic charge list, values in e, 4 entries:
1 C -0.73
2 S -0.07
3 H 0.25
4 H 0.22

=====

Stability check: which of them is least stable? (one).

=====

(one)
Molecular formula: C2H3FO2S
Method: DFT, ωB97M-V/def2-TZVPD

Geometry as XYZ:
```
9
Properties=species:S:1:pos:R:3
C -1.46 -0.77 -0.34
C -1.50 -1.62 0.63
O -1.24 -0.03 -1.21
O 2.29 2.06 0.39
F 1.85 0.46 -1.56
S 1.13 0.98 -0.01
H 2.33 2.89 -0.23
H -1.44 -1.43 1.73
H -1.96 -2.53 0.58
```

Results
- HOMO-LUMO gap (spin up / spin down) (eV) = 7.33 / 7.46
- multiplicity = 3

natural (NBO) atomic charge list, values in e, 4 entries:
1 C 0.72
2 C -0.80
3 O -0.46
4 O -0.86

=====

(two)
Molecular formula: C2H3FO2S
Method: DFT, ωB97M-V/def2-TZVPD

Geometry as XYZ:
```
9
Properties=species:S:1:pos:R:3
C -0.06 -0.33 -0.58
C -1.38 0.04 0.18
O 0.91 0.51 -0.08
O 0.01 -1.03 -1.55
F 2.78 -0.07 1.36
S 2.56 0.53 -0.14
H -2.06 -0.70 -0.05
H -1.56 0.88 -0.44
H -1.19 0.17 1.29
```

Results
- HOMO-LUMO gap (spin up / spin down) (eV) = 7.24 / 8.74
- multiplicity = 3

natural (NBO) atomic charge list, values in e, 4 entries:
1 C 0.82
2 C -0.70
3 O -0.74
4 O -0.53

=====

Stability check: which of them is least stable? (one).

=====

(one)
Molecular formula: C37H32BrFN14O3S2Ta
Method: DFT, ωB97M-V/def2-TZVPD

Geometry as XYZ:
```
91
Properties=species:S:1:pos:R:3
Ta 2.40 -1.54 -1.34
Br -4.74 -4.68 -2.30
C -3.22 -3.58 -2.50
C -2.70 -2.94 -1.38
C -1.57 -2.16 -1.52
C -0.98 -2.00 -2.76
C -1.50 -2.65 -3.88
C -2.63 -3.45 -3.74
N 0.20 -1.20 -2.86
C 0.29 -0.38 -3.81
C 1.50 0.44 -3.89
C 1.60 1.45 -4.81
C 2.73 2.26 -4.81
C 3.69 2.03 -3.85
C 3.53 0.97 -2.97
N 2.46 0.16 -2.99
H -3.16 -3.08 -0.41
H -1.12 -1.68 -0.66
H -0.99 -2.59 -4.83
H -3.02 -3.98 -4.59
H -0.50 -0.23 -4.54
H 0.80 1.60 -5.52
H 2.84 3.07 -5.52
H 4.58 2.64 -3.78
H 4.27 0.77 -2.21
N 0.41 -4.38 -0.31
C 0.46 -3.30 0.52
N -0.18 -3.25 1.67
N 0.14 -2.02 2.17
N 0.91 -1.38 1.38
N 1.14 -2.17 0.27
C 0.75 -4.29 -1.64
N 0.35 -5.13 -2.57
N 0.90 -4.63 -3.71
N 1.60 -3.58 -3.48
N 1.52 -3.33 -2.12
H -0.19 -5.14 -0.04
F -4.31 0.67 1.05
C -3.11 1.20 1.41
C -2.02 0.95 0.63
C -0.79 1.50 0.98
C 0.41 1.11 0.21
O 0.31 0.34 -0.74
C 1.64 1.66 0.71
C 1.63 2.52 1.76
N 0.53 2.88 2.45
C 0.65 3.71 3.63
C 0.07 5.10 3.59
C 1.56 4.90 3.57
C -0.70 2.33 2.10
C -1.83 2.56 2.90
C -3.04 1.97 2.57
N -4.16 2.14 3.43
C -5.12 1.10 3.67
C -6.42 1.31 2.91
N -6.94 2.69 3.26
C -5.92 3.77 2.94
C -4.65 3.46 3.72
C 2.95 1.30 0.13
O 3.94 1.98 0.14
O 2.95 0.06 -0.39
H -2.10 0.34 -0.26
H 2.56 2.93 2.13
H 0.59 3.16 4.56
H -0.40 5.47 4.49
H -0.39 5.40 2.65
H 2.13 5.12 4.46
H 2.07 5.10 2.64
H -1.75 3.12 3.81
H -5.34 1.08 4.75
H -4.71 0.12 3.42
H -7.20 0.60 3.19
H -6.27 1.31 1.84
H -7.16 2.73 4.25
H -7.81 2.88 2.76
H -6.37 4.72 3.20
H -5.75 3.71 1.86
H -4.86 3.55 4.80
H -3.90 4.22 3.48
S 3.75 -2.89 0.11
C 5.27 -3.32 -0.64
C 6.22 -4.09 0.03
C 7.40 -4.43 -0.61
C 7.64 -4.02 -1.91
C 6.70 -3.25 -2.58
C 5.52 -2.91 -1.94
S 4.34 -1.88 -2.73
H 6.03 -4.42 1.04
H 8.14 -5.03 -0.08
H 8.57 -4.29 -2.41
H 6.88 -2.93 -3.60
```

Results
- HOMO-LUMO gap (eV) = 5.89
- multiplicity = 1
- total charge = +1

Löwdin atomic charge list, values in e, 4 entries:
1 Ta 1.48
2 Br 0.75
3 C -0.69
4 C -0.11

=====

(two)
Molecular formula: C37H32BrFN14O3S2Ta
Method: DFT, ωB97M-V/def2-TZVPD

Geometry as XYZ:
```
91
Properties=species:S:1:pos:R:3
Ta 1.90 -1.99 -0.56
Br 7.30 -3.82 4.41
C 6.05 -3.74 2.99
C 6.32 -4.37 1.85
C 5.47 -4.44 0.65
C 4.27 -3.87 0.54
C 3.68 -3.07 1.63
C 4.80 -2.92 3.29
N 3.38 -3.90 -0.54
C 3.37 -4.83 -1.40
C 2.34 -4.80 -2.42
C 2.26 -5.77 -3.39
C 1.17 -5.75 -4.26
C 0.22 -4.77 -4.08
C 0.39 -3.82 -3.07
N 1.44 -3.81 -2.26
H 7.25 -4.90 1.78
H 5.89 -4.99 -0.18
H 4.03 -1.20 2.41
H 4.80 -2.48 4.29
H 4.07 -5.66 -1.35
H 3.02 -6.53 -3.45
H 1.07 -6.49 -5.04
H -0.66 -4.71 -4.70
H -0.36 -3.07 -2.92
N 0.33 -2.69 2.58
C -0.43 -2.84 1.43
N -1.75 -2.87 1.47
N -2.12 -2.95 0.17
N -1.10 -2.95 -0.60
N 0.03 -2.90 0.17
C 1.68 -2.91 2.55
N 2.38 -3.36 3.53
N 3.64 -3.77 2.95
N 4.59 -2.00 2.14
N 2.32 -2.73 1.34
H -0.15 -2.92 3.44
F -2.38 2.53 3.72
C -2.50 2.35 2.39
C -1.66 1.48 1.75
C -1.74 1.33 0.37
C -0.86 0.35 -0.28
O -0.13 -0.36 0.41
C -1.01 0.25 -1.72
C -1.93 1.02 -2.34
N -2.73 1.93 -1.74
C -3.70 2.67 -2.51
C -3.28 3.24 -3.83
C -3.52 4.15 -2.67
C -2.67 2.08 -0.36
C -3.56 2.93 0.32
C -3.48 3.07 1.70
N -4.42 3.91 2.35
C -4.76 3.71 3.75
C -6.05 4.50 4.03
N -6.78 4.67 2.73
C -6.03 5.63 1.83
C -4.54 5.30 1.95
C -0.26 -0.72 -2.57
O -0.60 -0.93 -3.71
O 0.79 -1.27 -2.02
H -0.93 0.91 2.30
H -2.07 0.90 -3.41
H -4.71 2.28 -2.44
H -4.00 3.21 -4.63
H -2.25 3.10 -4.13
H -4.41 4.77 -2.67
H -2.65 4.58 -2.20
H -4.33 3.45 -0.23
H -4.00 4.05 4.45
H -4.92 2.65 3.92
H -5.86 5.50 4.41
H -6.71 3.98 4.73
H -7.74 4.99 2.88
H -6.81 3.77 2.26
H -6.28 6.64 2.15
H -6.41 5.46 0.82
H -4.06 5.96 2.69
H -4.04 5.47 1.00
S 3.99 -1.69 -1.78
C 4.41 0.00 -1.84
C 5.39 0.48 -2.71
C 5.78 1.81 -2.65
C 5.20 2.66 -1.71
C 4.22 2.19 -0.85
C 3.82 0.86 -0.92
S 2.60 0.23 0.16
H 5.85 -0.19 -3.43
H 6.54 2.18 -3.32
H 5.51 3.69 -1.66
H 3.77 2.85 -0.13
```

Results
- HOMO-LUMO gap (eV) = 5.66
- multiplicity = 1
- total charge = +1

Löwdin atomic charge list, values in e, 4 entries:
1 Ta 1.54
2 Br 0.78
3 C -0.61
4 C -0.12

=====

Stability check: which of them is least stable? (two).

=====

(one)
Molecular formula: C14H28Br14
Method: DFT, ωB97M-V/def2-TZVPD

Geometry as XYZ:
```
56
Properties=species:S:1:pos:R:3
Br -0.06 -3.33 3.01
C 0.92 -3.58 1.30
C 2.22 -4.27 1.67
Br 3.28 -4.35 0.00
H 1.09 -2.61 0.86
H 0.25 -4.18 0.69
H 2.01 -5.27 2.04
H 2.78 -3.67 2.39
Br -1.95 1.01 2.27
C -2.78 -0.79 2.36
C -3.12 -1.22 3.76
Br -4.89 -0.53 4.35
H -1.88 -1.34 2.09
H -3.50 -1.03 1.59
H -2.45 -1.00 4.59
H -3.21 -2.31 3.81
Br 4.71 2.18 2.86
C 5.00 1.19 1.21
C 5.76 -0.08 1.62
Br 4.69 -1.27 2.83
H 5.55 1.79 0.50
H 4.03 1.00 0.75
H 6.71 0.19 2.05
H 5.89 -0.63 0.68
Br 0.37 0.81 -3.62
C -0.52 0.53 -1.92
C 0.38 0.84 -0.75
Br 1.90 -0.35 -0.71
H -0.87 -0.50 -1.91
H -1.40 1.17 -1.93
H -0.07 0.75 0.23
H 0.71 1.87 -0.84
Br 1.89 3.86 -7.18
C 1.12 2.06 -7.04
C 0.29 1.88 -8.32
Br -0.19 -0.01 -8.32
H 0.50 1.93 -6.16
H 1.93 1.35 -6.97
H 0.91 2.06 -9.19
H -0.67 2.37 -8.27
Br 2.15 0.76 7.23
C 2.31 -0.07 5.47
C 1.50 0.78 4.51
Br 1.54 0.09 2.66
H 1.94 -1.09 5.57
H 3.33 -0.11 5.10
H 1.99 1.76 4.46
H 0.48 0.99 4.82
Br -8.80 1.48 -2.62
C -7.07 0.72 -2.12
C -6.09 1.88 -1.98
Br -4.44 1.05 -1.19
H -6.74 0.02 -2.88
H -7.20 0.19 -1.18
H -6.41 2.68 -1.32
H -5.83 2.36 -2.92
```

Results
- HOMO-LUMO gap (eV) = 9.75
- multiplicity = 1

natural (NBO) atomic charge list, values in e, 4 entries:
1 Br -0.06
2 C -0.41
3 C -0.43
4 Br -0.02

=====

(two)
Molecular formula: C14H28Br14
Method: DFT, ωB97M-V/def2-TZVPD

Geometry as XYZ:
```
56
Properties=species:S:1:pos:R:3
Br -17.16 7.95 -13.94
C -16.30 9.43 -13.01
C -15.86 10.42 -14.05
Br -14.85 11.84 -13.16
H -15.48 8.99 -12.47
H -17.03 9.85 -12.33
H -16.67 10.96 -14.54
H -15.24 9.95 -14.80
Br -21.69 6.08 -15.75
C -20.96 7.33 -14.50
C -21.61 8.69 -14.56
Br -21.62 9.47 -16.32
H -19.88 7.44 -14.64
H -21.07 6.90 -13.51
H -21.08 9.37 -13.89
H -22.63 8.67 -14.19
Br -18.31 7.32 -17.23
C -18.24 9.01 -18.16
C -16.82 9.30 -18.53
Br -16.71 10.94 -19.55
H -18.67 9.78 -17.51
H -18.94 8.96 -18.99
H -16.37 8.53 -19.14
H -16.22 9.42 -17.63
Br -13.19 7.94 -17.72
C -13.46 7.14 -15.97
C -12.89 8.08 -14.95
Br -13.21 7.39 -13.15
H -12.99 6.16 -15.97
H -14.54 7.04 -15.83
H -13.32 9.07 -14.97
H -11.81 8.20 -15.06
Br -18.98 14.38 -12.32
C -18.72 12.49 -12.64
C -19.21 12.07 -13.98
Br -18.32 12.96 -15.45
H -19.30 11.96 -11.88
H -17.67 12.29 -12.46
H -20.28 12.21 -14.10
H -19.03 11.00 -14.16
Br -16.02 10.46 -6.48
C -15.86 11.43 -8.16
C -16.31 10.61 -9.33
Br -18.20 10.26 -9.31
H -14.83 11.75 -8.24
H -16.50 12.31 -8.04
H -15.76 9.68 -9.44
H -16.08 11.16 -10.25
Br -13.83 11.38 -16.95
C -14.25 13.23 -16.52
C -14.20 14.01 -17.81
Br -14.68 15.84 -17.53
H -13.50 13.54 -15.80
H -15.22 13.28 -16.05
H -14.91 13.58 -18.51
H -13.22 13.92 -18.28
```

Results
- HOMO-LUMO gap (eV) = 10.17
- multiplicity = 1

natural (NBO) atomic charge list, values in e, 4 entries:
1 Br -0.01
2 C -0.46
3 C -0.45
4 Br -0.02

=====

Stability check: which of them is least stable? (one).